{"formula": "C5H5N3", "method": "the ωB97M-V functional and the def2-TZVPD basis", "e_lumo_ev": 0.2711, "homo_lumo_gap_ha": 0.356, "charge": 0, "spin_multiplicity": 1, "relative_energy_kcal_mol": 59.57, "elements": ["C", "C", "C", "C", "C", "H", "H", "H", "H", "H", "N", "N", "N"], "xyz": [[-1.708395, 0.402954, -0.006397], [-0.188288, -0.920771, -0.039714], [2.118681, 0.173329, -0.084014], [1.054359, 1.118338, -0.123913], [-0.171219, 0.436296, -0.030732], [-2.263605, 0.526405, 0.941022], [-2.342243, 1.027463, -0.625783], [-2.009972, -1.679495, 0.354456], [3.109203, 0.738591, -0.130974], [1.090414, 2.186818, 0.052910], [-1.625871, -1.120414, -0.262385], [0.870351, -1.736822, -0.037317], [2.066591, -1.152696, -0.007153]], "forces_ev_per_angstrom": [[-1.0, -0.4, 1.0], [0.6, -2.4, -1.3], [1.4, 2.9, -0.2], [-2.2, -2.2, 1.2], [-0.2, 1.9, 0.1], [1.1, 0.2, 0.3], [0.4, -0.3, -1.1], [-2.8, -3.3, 3.9], [-0.9, -1.7, 0.2], [0.6, -0.1, -0.6], [4.6, 4.6, -3.6], [-1.2, 0.0, 0.3], [-0.5, 0.8, -0.3]], "nbo_charge": [-0.240, 0.293, -0.016, -0.205, -0.068, 0.209, 0.217, 0.358, 0.199, 0.233, -0.563, -0.217, -0.200]}

---

{"formula": "C5H5N3", "method": "the ωB97M-V functional and the def2-TZVPD basis", "e_lumo_ev": 0.6985, "homo_lumo_gap_ha": 0.368, "smiles": "N#C[C@]12C[C@H]1C=NN2", "charge": 0, "spin_multiplicity": 1, "relative_energy_kcal_mol": 53.46, "elements": ["N", "C", "C", "C", "C", "C", "N", "N", "H", "H", "H", "H", "H"], "xyz": [[-3.086198, -0.542224, -0.519010], [-1.990303, -0.424598, -0.237236], [-0.602666, -0.255829, 0.121779], [-0.150719, 0.942980, 0.764579], [0.320527, 0.666002, -0.604446], [1.526135, -0.036984, -0.730169], [1.520217, -1.204228, -0.162915], [0.112170, -1.448801, 0.239067], [-0.895266, 1.767569, 0.869461], [0.693467, 0.754036, 1.573017], [-0.111415, 1.367634, -1.366680], [2.545285, 0.422043, -1.052972], [0.118760, -2.007600, 1.105525]], "forces_ev_per_angstrom": [[-1.3, -0.1, -0.3], [1.0, 0.3, 0.1], [-1.6, -1.4, -0.6], [1.8, 1.8, 3.7], [-2.7, 3.2, -2.3], [4.1, -1.6, 0.4], [-1.7, 0.8, 0.0], [3.0, -1.8, 0.0], [1.0, -0.8, 0.2], [-2.2, 0.8, -1.4], [0.8, -0.9, 0.5], [-2.1, -1.1, 0.3], [-0.2, 0.7, -0.6]], "nbo_charge": [-0.297, 0.288, -0.036, -0.391, -0.282, 0.017, -0.204, -0.454, 0.251, 0.234, 0.251, 0.229, 0.393]}

---

{"formula": "C5H5N5", "method": "the ωB97M-V functional and the def2-TZVPD basis", "e_lumo_ev": 0.5248, "homo_lumo_gap_ha": 0.336, "charge": 0, "spin_multiplicity": 1, "relative_energy_kcal_mol": 122.22, "elements": ["C", "C", "C", "C", "C", "H", "H", "H", "H", "H", "N", "N", "N", "N", "N"], "xyz": [[1.298932, -0.405686, 0.019590], [-0.075994, 1.903688, 0.022068], [-0.751062, 0.749217, 0.025501], [-2.004491, -0.905554, -0.032019], [-0.018966, -0.441888, -0.066111], [2.322041, -2.243141, 0.883675], [3.203276, -1.624734, -0.585857], [-0.459294, 3.002387, -0.027590], [-2.672465, 1.371510, -0.277108], [-3.150909, -1.373172, 0.259939], [2.121212, -1.559585, -0.090251], [1.904585, 0.763831, -0.017737], [1.325143, 1.844626, -0.014608], [-2.068130, 0.462078, -0.048891], [-0.973879, -1.543579, -0.050607]], "forces_ev_per_angstrom": [[3.5, -1.8, -0.8], [2.4, 3.6, -0.3], [1.2, 0.3, -0.9], [-11.7, -0.9, 1.2], [-3.2, -1.7, 0.9], [-1.4, 3.0, -3.6], [-4.4, 1.5, 1.9], [0.4, -2.4, 0.2], [0.8, -3.8, 0.8], [3.4, 0.8, -1.4], [4.2, -4.2, 2.0], [3.3, -2.1, 0.3], [-3.9, 4.1, 0.0], [0.0, 3.6, -0.2], [5.2, -0.2, 0.0]], "nbo_charge": [0.305, -0.093, 0.082, 0.288, 0.042, 0.393, 0.417, 0.214, 0.462, 0.175, -0.883, -0.225, -0.168, -0.596, -0.413]}

---

{"formula": "C5H5N5", "method": "the ωB97M-V functional and the def2-TZVPD basis", "e_lumo_ev": -0.1159, "homo_lumo_gap_ha": 0.374, "smiles": "[H]/N=C(/C#N)[C@@H](C#N)/N=C/N", "charge": 0, "spin_multiplicity": 1, "relative_energy_kcal_mol": 109.15, "elements": ["H", "N", "C", "C", "N", "C", "C", "N", "N", "C", "N", "H", "H", "H", "H"], "xyz": [[0.321946, -2.082154, -1.251497], [1.332386, -1.989093, -0.831505], [1.600003, -0.857069, -0.317635], [2.950958, -0.487740, 0.139413], [3.961023, -0.199870, 0.679828], [0.582810, 0.362207, -0.074509], [1.184646, 1.676557, -0.415088], [1.648459, 2.779194, -0.583900], [-0.788790, 0.044952, -0.521070], [-1.695858, 0.074951, 0.395060], [-3.023187, -0.102413, 0.108177], [0.624101, 0.486743, 1.095990], [-1.487370, 0.086247, 1.593035], [-3.627870, 0.002883, 0.965790], [-3.583263, 0.204611, -0.982092]], "forces_ev_per_angstrom": [[2.2, 0.7, 1.4], [-1.3, 0.8, -0.6], [-1.2, 0.7, -0.9], [2.7, 0.0, 2.0], [-3.2, -0.8, -1.9], [0.1, -1.1, 2.4], [1.7, 5.2, -1.5], [-2.4, -5.8, 0.8], [0.8, 1.1, 0.8], [0.4, -0.6, 0.7], [-2.8, 1.4, -1.9], [-0.2, -0.5, -1.6], [-0.3, 0.2, -2.8], [0.7, -0.1, -1.8], [2.9, -1.3, 4.7]], "nbo_charge": [0.382, -0.523, 0.197, 0.207, -0.239, -0.205, 0.254, -0.277, -0.527, 0.313, -0.819, 0.234, 0.159, 0.402, 0.442]}

---

{"formula": "C5H5NO", "method": "the ωB97M-V functional and the def2-TZVPD basis", "e_lumo_ev": 0.6076, "homo_lumo_gap_ha": 0.385, "smiles": "N#CC1CC(=O)C1", "charge": 0, "spin_multiplicity": 1, "relative_energy_kcal_mol": 60.48, "elements": ["N", "C", "C", "C", "C", "O", "C", "H", "H", "H", "H", "H"], "xyz": [[0.461890, 1.536738, 1.561934], [-0.209137, 0.591726, 1.483209], [-0.631511, -0.455047, 0.533413], [0.757624, -0.884595, 0.022641], [0.846029, 0.429813, -0.724090], [1.764921, 1.098780, -1.071374], [-0.916438, 0.419176, -0.704028], [-1.320213, -1.246268, 0.823658], [0.725345, -1.602965, -0.801462], [1.468101, -1.191378, 0.791382], [-1.343397, 1.403150, -0.505370], [-1.603214, -0.099131, -1.409915]], "forces_ev_per_angstrom": [[-0.9, -0.5, 1.3], [0.6, 0.8, 0.0], [0.0, -0.1, 0.3], [0.1, -0.3, 0.0], [-0.5, -0.3, -1.2], [-1.3, -0.3, 0.0], [0.8, 0.4, -0.3], [0.0, 0.4, 0.2], [-0.3, -0.3, 0.2], [0.2, 0.2, -0.3], [0.1, -0.2, 0.1], [1.2, 0.2, -0.2]], "nbo_charge": [-0.299, 0.261, -0.325, -0.503, 0.657, -0.485, -0.498, 0.252, 0.239, 0.237, 0.232, 0.232]}

---

{"formula": "C5H5NO", "method": "the ωB97M-V functional and the def2-TZVPD basis", "e_lumo_ev": -0.3333, "homo_lumo_gap_ha": 0.304, "charge": 0, "spin_multiplicity": 1, "relative_energy_kcal_mol": 135.76, "elements": ["O", "C", "C", "C", "C", "C", "N", "H", "H", "H", "H", "H"], "xyz": [[-2.024183, 0.019909, -0.243084], [-1.068732, -0.835224, 0.329532], [0.365010, -0.493577, -0.032440], [0.689219, 0.790695, -0.272756], [0.924223, 1.963309, -0.689246], [1.380469, -1.365493, 0.431911], [2.162453, -2.086883, 0.896472], [-1.857355, 0.918747, 0.070672], [-1.118088, -0.823844, 1.429623], [-1.298253, -1.846814, -0.007167], [0.739762, 0.782887, -1.647687], [1.105479, 2.976283, -0.265827]], "forces_ev_per_angstrom": [[0.1, 0.2, 0.0], [0.0, -0.4, 0.2], [0.0, 0.0, 0.7], [0.0, -0.3, 0.3], [-0.2, -1.3, -1.0], [0.8, -0.8, 0.5], [-0.6, 0.6, -0.5], [-0.1, -0.1, -0.1], [-0.2, -0.1, -0.1], [0.0, 0.1, 0.0], [0.5, 3.0, 1.1], [-0.1, -1.0, -1.0]], "nbo_charge": [-0.697, -0.043, -0.374, -0.089, -0.337, 0.269, -0.331, 0.467, 0.168, 0.197, 0.491, 0.279]}